Density functional theory data (the ωB97M-V functional and the def2-TZVPD basis) for a gas-phase ion, C10H17N2O3 (charge +1) in a non-equilibrium geometry.

Computed properties:
**Orbital gap**: 8.280 eV
**Relative energy (zero: lowest compared OMol25 entry of this formula, charge and spin)**: 73.0 kcal per mole
**Net charge**: +1
**HOMO energy**: -0.39802 Eh

Last column: Mulliken charge in e.
Positions of all 32 atoms, in Å:
C (4.466, -1.331, 1.947)  -0.1700
C (-0.207, -0.334, -0.677)  0.9433
C (2.406, -1.598, -1.597)  -0.5669
C (1.566, -2.027, -0.699)  -0.4484
C (1.142, -0.641, 1.377)  -0.5242
C (2.024, -1.534, 2.101)  -0.0857
C (-3.082, 0.669, -1.185)  -1.4094
C (-2.398, 1.888, 0.861)  -1.8733
C (-1.439, 2.466, -1.406)  -1.6741
C (-1.948, 1.386, -0.463)  1.3292
N (3.278, -1.310, 2.045)  0.0760
N (0.699, -1.099, -0.117)  0.1419
O (-0.369, -0.581, -1.968)  -0.4760
O (1.461, -2.491, 2.875)  -0.5168
O (-0.890, 0.459, 0.024)  -0.2967
H (5.312, -0.876, 2.372)  0.3206
H (3.074, -2.090, -2.293)  0.3345
H (2.155, -0.587, -1.990)  0.2624
H (0.225, -1.223, -2.311)  0.4341
H (1.442, -3.085, -0.511)  0.2915
H (0.183, -0.521, 1.873)  0.3730
H (1.621, 0.323, 1.216)  0.3290
H (-3.847, 1.495, -1.583)  0.3333
H (-2.710, 0.147, -2.017)  0.4714
H (-3.773, 0.185, -0.438)  0.3752
H (-1.656, 2.263, 1.562)  0.3311
H (-2.910, 1.190, 1.472)  0.4199
H (-2.969, 2.656, 0.460)  0.5652
H (-0.791, 3.124, -0.825)  0.4596
H (-1.095, 2.149, -2.410)  0.3583
H (-2.133, 3.224, -1.484)  0.5447
H (1.164, -2.297, 3.789)  0.3473

=====

Density functional theory data (the ωB97M-V functional and the def2-TZVPD basis) for a molecular structure, C54H50N6O2PbSb2Se2Te2.

Computed properties:
**Orbital gap**: 5.785 eV
**Net charge**: +2
**HOMO energy**: -0.42509 Eh

Last column: Mulliken charge in e.
Positions of all 119 atoms, in Å:
Pb (0.964, -0.879, 0.701)  1.7391
C (-2.409, -2.801, 3.613)  -0.4754
O (-1.383, -2.217, 4.490)  -0.4462
C (-0.465, -1.742, 3.655)  0.0118
N (-0.543, -2.042, 2.424)  0.6396
C (-1.643, -3.012, 2.308)  -1.3744
C (-2.344, -2.858, 1.007)  0.1757
C (-3.735, -4.327, -0.425)  -0.4942
C (-3.984, -4.221, -1.728)  -0.1872
C (-3.987, -2.977, -2.491)  -0.9705
C (-3.154, -1.987, -2.170)  -0.9478
C (-2.393, -1.856, -0.881)  2.2827
C (0.656, -0.944, 4.199)  -0.3713
C (0.891, -0.783, 5.555)  -0.3919
C (2.027, -0.086, 5.938)  -0.9245
C (2.883, 0.416, 4.967)  -0.9243
C (2.548, 0.217, 3.636)  0.2581
N (1.458, -0.444, 3.261)  1.0274
C (3.398, 0.703, 2.521)  -0.2850
N (3.071, 0.659, 1.289)  1.3573
C (4.221, 1.203, 0.523)  -0.2440
C (5.250, 1.553, 1.622)  -0.6314
O (4.578, 1.195, 2.867)  -0.4316
C (3.879, 2.368, -0.375)  -0.3740
C (2.583, 2.816, -0.565)  1.2822
C (2.319, 3.867, -1.433)  -0.4734
C (3.352, 4.472, -2.130)  -0.7854
C (4.655, 4.031, -1.941)  -0.8314
C (4.916, 2.991, -1.065)  -0.6536
H (-3.212, -2.064, 3.534)  0.2890
H (-2.762, -3.712, 4.086)  0.2810
H (-1.165, -4.001, 2.288)  0.6635
H (-3.248, -5.980, 0.807)  0.3504
H (-3.906, -5.136, -2.306)  0.5123
H (-4.526, -2.934, -3.429)  0.4793
H (-3.061, -1.147, -2.850)  0.3111
H (-1.783, -0.949, -0.949)  -1.8114
H (0.204, -1.201, 6.277)  0.6757
H (2.251, 0.059, 6.986)  0.4974
H (3.788, 0.947, 5.226)  0.6568
H (4.601, 0.387, -0.100)  0.0946
H (5.475, 2.616, 1.669)  0.3617
H (6.167, 0.972, 1.577)  0.3506
H (1.770, 2.359, -0.018)  -0.1062
H (1.304, 4.221, -1.561)  0.4404
H (3.147, 5.288, -2.810)  0.4706
H (5.470, 4.499, -2.477)  0.4455
H (5.939, 2.655, -0.934)  0.4816
Se (3.695, -2.184, -0.901)  -0.1119
Te (2.876, -4.352, -1.998)  -0.0232
Te (4.642, -5.362, -0.166)  -0.1193
Se (3.796, -3.344, 1.163)  -0.1242
C (-2.391, 1.947, -0.502)  -1.2363
C (-1.739, 2.685, -1.678)  -0.3572
C (-1.279, 1.799, -2.832)  -0.9569
Sb (0.320, 0.395, -2.496)  -0.4166
C (-0.404, -1.197, -3.682)  0.4634
C (-0.971, -0.993, -4.938)  -0.3343
C (-1.440, -2.070, -5.675)  -0.8164
C (-1.350, -3.358, -5.163)  -1.0093
C (-0.793, -3.569, -3.911)  -0.4368
C (-0.321, -2.489, -3.177)  0.5327
C (1.816, 1.155, -3.787)  1.0497
C (1.519, 1.908, -4.919)  -0.6380
C (2.536, 2.348, -5.755)  -0.8881
C (3.856, 2.030, -5.473)  -0.5971
C (4.161, 1.273, -4.352)  -0.5870
C (3.144, 0.843, -3.512)  -0.0943
Sb (-1.080, 1.466, 1.114)  -0.1442
C (-0.429, 3.390, 1.678)  1.0388
C (0.755, 3.559, 2.387)  0.0625
C (1.135, 4.819, 2.828)  -0.6078
C (0.332, 5.916, 2.556)  -0.7722
C (-0.855, 5.755, 1.854)  -0.7554
C (-1.240, 4.494, 1.422)  -0.8078
C (-2.461, 1.145, 2.685)  1.1998
C (-1.986, 1.187, 3.994)  -0.6031
C (-2.848, 0.979, 5.060)  -0.7061
C (-4.194, 0.730, 4.827)  -0.7742
C (-4.678, 0.708, 3.528)  -0.8113
C (-3.815, 0.919, 2.459)  -0.4115
H (-2.895, 1.038, -0.835)  0.3593
H (-3.151, 2.573, -0.030)  0.8751
H (-0.929, 3.332, -1.329)  -0.2012
H (-2.493, 3.366, -2.083)  0.4921
H (-0.953, 2.429, -3.661)  0.6430
H (-2.117, 1.201, -3.199)  0.5294
H (-1.049, 0.004, -5.358)  0.3654
H (-1.875, -1.907, -6.653)  0.4712
H (-1.722, -4.195, -5.739)  0.4519
H (-0.750, -4.568, -3.495)  0.5149
H (0.075, -2.662, -2.179)  -0.1180
H (0.496, 2.161, -5.172)  0.2405
H (2.295, 2.934, -6.633)  0.4548
H (4.647, 2.371, -6.129)  0.4322
H (5.189, 1.020, -4.129)  0.4479
H (3.397, 0.266, -2.629)  -0.1115
H (1.398, 2.710, 2.588)  0.1638
H (2.060, 4.948, 3.374)  0.4858
H (0.629, 6.900, 2.892)  0.4164
H (-1.483, 6.611, 1.646)  0.4579
H (-2.177, 4.388, 0.889)  0.3696
H (-0.946, 1.421, 4.194)  0.5574
H (-2.475, 1.026, 6.076)  0.4831
H (-4.869, 0.576, 5.659)  0.4348
H (-5.732, 0.542, 3.344)  0.4561
H (-4.221, 0.924, 1.454)  0.2987
N (-0.967, -6.573, -0.158)  -0.5533
C (-1.633, -5.368, -0.292)  -0.3528
C (-1.016, -4.197, -0.585)  0.5913
N (-1.499, -2.907, -0.180)  1.3913
C (-3.259, -1.848, 0.368)  -0.0587
C (-3.731, -3.262, 0.618)  -0.3510
N (-3.009, -5.499, -0.050)  -0.1674
H (0.029, -6.549, -0.307)  0.2007
H (-1.427, -7.354, -0.602)  0.2470
H (0.012, -4.235, -0.924)  -0.7928
H (-3.758, -0.998, 0.806)  0.2212
H (-4.461, -3.350, 1.419)  0.4474

=====

Density functional theory data (the ωB97M-V functional and the def2-TZVPD basis) for a molecular structure, C12H30FN2O12PV2 in a non-equilibrium geometry.

Computed properties:
**Orbital gap**: 7.662 eV
**Net charge**: -2
**HOMO energy**: -0.12606 Eh

Last column: Mulliken charge in e.
Positions of all 60 atoms, in Å:
O (7.619, 13.082, 6.437)  -0.7422
V (6.558, 13.550, 7.526)  1.4593
O (5.309, 12.612, 7.307)  -0.9489
O (10.318, 14.640, 9.388)  -1.0060
V (8.720, 14.788, 9.648)  1.8174
O (8.527, 14.906, 11.201)  -0.7219
F (8.139, 13.058, 9.032)  -0.6234
P (6.426, 16.055, 8.403)  1.2722
O (5.533, 17.166, 8.466)  -0.7970
O (6.377, 14.671, 9.243)  -0.6682
O (8.005, 16.361, 8.763)  -0.5832
O (6.523, 15.444, 6.972)  -0.6061
C (10.667, 15.942, 4.854)  -0.6699
O (10.353, 17.090, 5.619)  -0.3117
C (8.973, 17.309, 5.741)  0.0534
C (8.770, 18.421, 6.704)  -0.5567
N (7.426, 18.885, 6.748)  -0.1626
C (7.357, 20.201, 7.437)  -0.3493
C (7.744, 21.338, 6.517)  -0.4783
O (7.419, 22.660, 7.143)  -0.3060
C (7.637, 23.768, 6.335)  -0.6693
H (10.303, 15.012, 5.300)  0.1699
H (11.698, 15.891, 4.674)  0.3050
H (10.157, 15.982, 3.868)  0.3250
H (8.500, 16.411, 6.096)  -0.0280
H (8.497, 17.693, 4.772)  0.0794
H (9.423, 19.291, 6.341)  0.2887
H (9.230, 18.256, 7.647)  0.2179
H (6.773, 18.325, 7.247)  0.1446
H (7.993, 20.285, 8.310)  0.2588
H (6.300, 20.487, 7.782)  0.3115
H (7.208, 21.251, 5.581)  0.3110
H (8.820, 21.355, 6.185)  0.2686
H (8.675, 23.817, 5.887)  0.2613
H (7.621, 24.658, 6.977)  0.2535
H (6.884, 23.915, 5.463)  0.2315
C (13.614, 14.945, 6.796)  -0.3401
O (14.354, 14.205, 7.800)  -0.4622
C (13.587, 13.857, 8.937)  -0.6193
C (12.900, 12.506, 8.858)  -0.6779
N (11.777, 12.486, 7.910)  0.3683
C (11.205, 11.192, 7.572)  -0.8693
C (10.361, 11.292, 6.290)  0.4627
O (9.883, 10.006, 5.874)  -0.4466
C (8.833, 9.551, 6.680)  -0.5079
H (13.567, 16.046, 7.062)  0.2337
H (12.581, 14.570, 6.794)  0.0616
H (14.194, 14.850, 5.878)  0.3207
H (12.798, 14.575, 9.129)  0.3100
H (14.271, 13.824, 9.788)  0.4013
H (12.582, 12.347, 9.945)  0.2562
H (13.625, 11.783, 8.613)  0.5172
H (11.066, 13.223, 8.143)  -0.1112
H (10.642, 10.737, 8.390)  0.3494
H (12.050, 10.466, 7.382)  0.1746
H (11.035, 11.681, 5.477)  0.1768
H (9.436, 11.964, 6.459)  -0.0883
H (9.061, 9.707, 7.757)  0.2763
H (8.758, 8.484, 6.448)  0.2533
H (7.847, 10.041, 6.416)  0.1600